Density functional theory data (ωB97M-V/def2-TZVPD) for a cluster of 3 separate species, C31H57BN3O12S3 in total at a distorted geometry.

Positions of all 107 atoms, in Å:
C: 2.617 4.665 1.016
C: 2.451 3.151 1.119
C: 3.302 2.402 0.095
N: 3.182 0.958 0.223
B: 3.619 0.173 -1.005
C: 5.171 0.386 -1.505
C: 6.148 -0.806 -1.390
C: 6.833 -1.228 -2.696
C: 7.472 -0.075 -3.457
N: 8.294 -0.592 -4.576
C: 8.084 -0.156 -5.869
C: 8.114 1.337 -6.070
O: 7.972 -0.929 -6.781
O: 3.222 -1.267 -0.798
C: 2.497 -1.776 -1.805
S: 3.714 -2.962 -2.774
C: 1.374 -2.697 -1.331
C: 0.454 -2.141 -0.225
C: -1.049 -2.377 -0.449
C: -1.951 -1.228 0.024
C: -3.251 -1.159 -0.769
C: -4.161 -0.003 -0.354
C: -3.644 1.361 -0.824
C: -4.535 2.539 -0.387
C: -5.179 3.351 -1.526
O: -4.776 4.705 -1.582
C: -3.419 4.869 -1.950
C: 2.184 -0.514 -2.772
N: 2.687 -0.728 -4.131
C: 3.094 0.103 -4.860
S: 3.711 1.062 -5.930
S: 0.426 0.004 -3.070
C: -0.282 -1.277 -4.073
O: -0.290 0.085 -1.827
O: 0.486 1.177 -3.910
O: 2.691 0.552 -2.144
H: 1.972 5.198 1.720
H: 2.355 5.003 0.009
H: 3.653 4.965 1.203
H: 1.405 2.883 0.942
H: 2.715 2.800 2.124
H: 4.346 2.753 0.216
H: 2.988 2.700 -0.911
H: 3.766 0.670 1.005
H: 5.123 0.727 -2.547
H: 5.603 1.230 -0.952
H: 6.953 -0.550 -0.688
H: 5.647 -1.682 -0.968
H: 6.139 -1.746 -3.365
H: 7.627 -1.948 -2.449
H: 8.091 0.536 -2.792
H: 6.680 0.553 -3.869
H: 8.283 -1.606 -4.601
H: 7.344 1.829 -5.471
H: 9.086 1.720 -5.754
H: 7.938 1.559 -7.120
H: 2.830 -3.794 -3.341
H: 1.889 -3.568 -0.925
H: 0.817 -3.056 -2.202
H: 0.732 -2.681 0.685
H: 0.666 -1.089 -0.034
H: -1.358 -3.269 0.107
H: -1.256 -2.600 -1.504
H: -1.417 -0.280 -0.031
H: -2.211 -1.425 1.070
H: -3.791 -2.107 -0.696
H: -3.005 -1.017 -1.832
H: -5.146 -0.152 -0.819
H: -4.323 0.003 0.730
H: -2.630 1.501 -0.442
H: -3.580 1.331 -1.917
H: -5.342 2.148 0.243
H: -3.978 3.237 0.243
H: -6.266 3.379 -1.418
H: -4.958 2.872 -2.492
H: -2.772 4.946 -1.069
H: -3.059 4.030 -2.556
H: -3.334 5.789 -2.532
H: -1.360 -1.122 -4.025
H: 0.007 -2.267 -3.729
H: 0.078 -1.115 -5.088
C: -1.280 -3.485 5.274
C: -2.463 -2.830 4.612
C: -3.815 -3.371 5.027
O: -4.610 -3.160 3.854
C: -3.774 -3.151 2.786
O: -4.124 -3.165 1.651
O: -2.489 -3.119 3.195
H: -1.246 -4.548 5.031
H: -0.348 -3.033 4.937
H: -1.353 -3.364 6.356
H: -2.420 -1.747 4.725
H: -4.256 -2.850 5.871
H: -3.770 -4.446 5.226
C: -8.177 -0.043 6.140
C: -6.929 -0.062 6.980
C: -6.349 1.295 7.336
O: -4.948 1.010 7.445
C: -4.682 -0.060 6.664
O: -3.593 -0.437 6.370
O: -5.829 -0.642 6.252
H: -7.976 0.421 5.174
H: -8.538 -1.054 5.958
H: -8.960 0.519 6.651
H: -7.072 -0.662 7.883
H: -6.714 1.702 8.275
H: -6.494 2.021 6.533

Properties
Total charge: -1
Total energy, eV: -95298.013
E_LUMO, eV: 1.54
Frontier orbital gap, Eh: 0.2375